w:
{"formula": "C11H12NO2", "method": "wB97M-V/def2-TZVPD", "homo_energy_ev": -4.09, "charge": -1, "orbital_gap_ha": 0.2718, "symbols": ["C", "C", "C", "C", "C", "C", "C", "C", "C", "N", "H", "H", "H", "H", "H", "H", "H", "H", "H", "C", "C", "O", "O", "H", "H", "H"], "positions_angstrom": [[-2.2902, -0.5880, -2.3861], [-1.0115, -1.3044, -0.3338], [0.9930, -0.3353, -0.5033], [-1.1560, -0.4948, -1.4787], [0.2161, 0.1847, -1.5950], [2.3191, 0.1234, -0.1884], [2.8839, 0.9246, -1.1826], [0.8493, 0.9145, -2.5614], [2.2123, 1.2769, -2.3650], [0.2177, -1.2191, 0.2236], [0.2702, -1.2930, 1.2141], [-1.8802, -1.9412, 0.1248], [2.8145, -0.3445, 0.6689], [-3.1129, -1.2401, -2.1240], [-2.0175, -0.9450, -3.2857], [3.8995, 1.1504, -0.8975], [0.2182, 1.1972, -3.4577], [2.6994, 1.8835, -3.1213], [-2.6861, 0.4217, -2.6827], [-0.3201, 0.7543, 3.9896], [-1.2270, -0.4681, 3.5757], [-0.8434, -1.2814, 2.6893], [-2.4356, -0.5137, 3.9297], [-0.7060, 1.4602, 4.7313], [-0.5643, 1.3714, 3.0074], [0.6577, 0.3059, 4.0087]], "lowdin_charge": [-0.10, -0.07, -0.19, -0.20, -0.13, -0.02, -0.14, -0.07, -0.12, 0.06, 0.08, 0.16, 0.11, 0.08, 0.02, 0.08, 0.12, 0.08, 0.09, -0.04, -0.76, -0.13, -0.11, 0.05, 0.10, 0.04]}

=====

x:
{"formula": "C11H12NO2", "method": "wB97M-V/def2-TZVPD", "homo_energy_ev": -3.76, "charge": -1, "orbital_gap_ha": 0.2417, "symbols": ["C", "C", "O", "O", "H", "H", "H", "C", "C", "C", "C", "C", "C", "C", "C", "C", "N", "H", "H", "H", "H", "H", "H", "H", "H", "H"], "positions_angstrom": [[-3.1919, -0.8433, 2.8776], [-2.8194, -2.3223, 2.6321], [-3.3705, -2.9815, 1.7435], [-1.9157, -2.7638, 3.3833], [-4.1546, -0.6304, 2.4696], [-2.4378, -0.2383, 2.4636], [-3.2651, -0.5469, 3.9667], [2.8828, 2.2192, -2.3203], [0.8165, -0.5281, -0.9175], [1.1361, 0.8832, -1.0599], [2.1698, 0.9564, -2.0947], [2.2731, -0.3007, -2.6769], [-0.5703, -0.2030, 0.7948], [-0.0288, -1.1699, -0.0022], [-0.4457, 1.2006, 0.7523], [0.3743, 1.7625, -0.1632], [1.2586, -1.0569, -2.1217], [-1.2449, -0.5413, 1.4895], [-0.0405, -2.2603, 0.2814], [-1.1473, 1.6893, 1.4229], [0.5585, 2.8587, -0.1727], [1.1935, -2.0459, -2.1472], [2.8895, -0.5082, -3.5362], [2.5079, 3.1479, -1.7800], [2.7043, 2.2797, -3.4511], [3.8675, 1.9432, -1.8340]], "lowdin_charge": [-0.05, -0.83, -0.09, -0.12, 0.04, 0.00, 0.08, -0.08, -0.21, -0.10, -0.30, -0.07, -0.09, 0.02, -0.10, -0.04, 0.04, 0.03, 0.15, 0.10, 0.10, 0.13, 0.11, 0.08, 0.10, 0.10]}

=====

y:
{"formula": "C11H12NO2", "method": "wB97M-V/def2-TZVPD", "homo_energy_ev": -4.57, "charge": -1, "orbital_gap_ha": 0.2859, "symbols": ["C", "C", "C", "C", "C", "C", "C", "C", "C", "N", "H", "H", "H", "H", "H", "H", "H", "H", "H", "C", "C", "O", "O", "H", "H", "H"], "positions_angstrom": [[3.8356, -0.2341, -0.7978], [1.7429, 1.1232, -0.1533], [0.3036, -0.4569, 0.4264], [2.4311, -0.0491, -0.3162], [1.5167, -1.0915, 0.0583], [-0.8146, -1.1895, 0.8181], [-0.7086, -2.5645, 0.8528], [1.5917, -2.4887, 0.0919], [0.4847, -3.2118, 0.4830], [0.4760, 0.8892, 0.2897], [-0.2712, 1.5741, 0.4211], [2.1013, 2.1148, -0.3827], [-1.7325, -0.6841, 1.0947], [3.9355, 0.0658, -1.8463], [4.1249, -1.2850, -0.7650], [-1.5546, -3.1674, 1.1644], [2.5164, -2.9843, -0.1844], [0.5304, -4.2939, 0.5468], [4.5731, 0.3374, -0.2388], [-4.0813, 2.1287, -0.4083], [-2.9015, 3.0126, 0.0141], [-1.8341, 2.4298, 0.3502], [-3.1118, 4.2396, 0.0123], [-4.4952, 2.5218, -1.3382], [-4.8731, 2.1747, 0.3437], [-3.7854, 1.0889, -0.5365]], "lowdin_charge": [-0.06, -0.06, -0.21, -0.24, -0.15, -0.02, -0.12, -0.05, -0.13, 0.10, 0.09, 0.12, 0.11, 0.07, 0.06, 0.09, 0.09, 0.08, 0.07, -0.05, -0.77, -0.11, -0.08, 0.06, 0.06, 0.05]}

=====

Decreasing stability: y, w, x

=====

w:
{"formula": "C4H8N2O2S", "method": "wB97M-V/def2-TZVPD", "homo_energy_ev": -8.79, "orbital_gap_ha": 0.3230, "symbols": ["C", "C", "C", "C", "N", "N", "O", "O", "S", "H", "H", "H", "H", "H", "H", "H", "H"], "positions_angstrom": [[0.7248, -1.6353, 0.2047], [0.5778, -0.7763, -0.9995], [-1.5304, -0.5041, 0.5596], [2.0435, 1.6961, -0.2921], [-0.0709, -0.4967, 0.2686], [1.8350, -1.6717, 1.0982], [1.9745, -2.5546, 1.9028], [2.6170, -0.7115, 0.9255], [1.6461, 0.4549, -1.6494], [0.1262, -3.0660, 0.2783], [0.1476, -1.3020, -1.8381], [-1.8858, -0.5644, 1.5138], [-1.8575, 0.5663, 0.2871], [-2.0408, -1.3467, 0.0491], [1.1733, 2.3842, -0.0936], [2.8889, 2.3253, -0.6962], [2.3110, 1.1546, 0.5130]], "lowdin_charge": [-0.27, -0.56, -0.03, -0.32, -0.08, -0.35, 0.09, 0.01, 0.86, 0.27, 0.09, 0.03, 0.12, 0.09, 0.05, 0.06, -0.06]}

=====

x:
{"formula": "C4H8N2O2S", "method": "wB97M-V/def2-TZVPD", "homo_energy_ev": [-7.66, -7.66], "orbital_gap_ha": [0.2745, 0.2753], "symbols": ["C", "C", "C", "C", "N", "N", "O", "O", "S", "H", "H", "H", "H", "H", "H", "H", "H"], "positions_angstrom": [[-1.0714, 1.4085, 0.1661], [-2.0780, 0.5843, 0.3627], [0.0317, 1.1465, -0.7738], [0.8764, -0.0600, -0.2211], [0.2423, -1.3988, -0.3633], [0.3443, -2.2635, 0.6182], [1.1147, 0.1425, 1.1208], [2.1114, -0.1329, -0.8394], [-2.0370, -0.8596, -0.5392], [-1.0633, 2.4247, 0.7097], [-2.7289, 0.8758, 1.2184], [-0.3654, 0.7095, -1.7024], [0.6111, 1.9668, -1.1094], [0.1713, -1.8843, 1.5701], [-0.0021, -3.2425, 0.3402], [1.9313, 0.7243, 1.3104], [1.9115, -0.1413, -1.8681]], "lowdin_charge": [-0.26, -0.59, -0.16, -0.69, -0.10, 0.00, 0.00, 0.01, 0.75, 0.13, 0.08, 0.10, 0.11, 0.12, 0.15, 0.17, 0.18]}

=====

Decreasing stability: x, w

=====

w:
{"formula": "C4H16N2O2", "method": "wB97M-V/def2-TZVPD", "homo_energy_ev": -9.17, "orbital_gap_ha": 0.3680, "smiles": "CNCCCN.O.O", "symbols": ["C", "N", "C", "C", "C", "N", "H", "H", "H", "H", "H", "H", "H", "H", "H", "H", "H", "H", "H", "H", "O", "H", "H", "O"], "positions_angstrom": [[1.4692, 0.0683, 2.4154], [0.7413, -0.1488, 1.0801], [0.6048, 1.0978, 0.2924], [0.4867, 0.7124, -1.2743], [-0.7435, -0.1175, -1.5908], [-2.0544, 0.6376, -1.4019], [2.5097, -0.0011, 2.3348], [1.0930, 0.9643, 2.9513], [1.2221, -0.8310, 3.0391], [-0.2226, -0.4359, 1.3546], [1.6160, 1.5535, 0.3781], [-0.2297, 1.8510, 0.5838], [1.3848, 0.2140, -1.5231], [0.5409, 1.7221, -1.8079], [-0.7568, -1.0981, -1.0677], [-0.7133, -0.4827, -2.5558], [-2.0083, 1.6023, -1.7402], [-2.7280, 0.1302, -1.8445], [2.1986, -1.8913, -1.7105], [1.4122, -2.5697, -0.5358], [1.5448, -2.5253, -1.5219], [-2.5152, -0.4235, 0.6850], [-2.3027, 0.4315, 1.8460], [-2.5496, -0.4601, 1.6138]], "lowdin_charge": [-0.11, -0.13, -0.24, -0.18, -0.26, 0.01, 0.04, 0.08, 0.08, 0.07, 0.10, 0.12, 0.06, 0.12, 0.10, 0.07, 0.08, 0.02, -0.01, 0.06, -0.06, -0.03, 0.03, -0.04]}

=====

x:
{"formula": "C4H16N2O2", "method": "wB97M-V/def2-TZVPD", "homo_energy_ev": -8.62, "orbital_gap_ha": 0.3350, "smiles": "C[C@@H](N)CCN.O.O", "symbols": ["C", "C", "C", "C", "N", "N", "H", "H", "H", "H", "H", "H", "H", "H", "H", "H", "H", "H", "H", "H", "O", "H", "H", "O"], "positions_angstrom": [[1.0372, -1.8940, -0.5213], [0.4143, -0.5160, -0.8010], [0.5490, 0.1817, 0.6047], [-0.4565, 1.4261, 0.9051], [-0.8664, 2.1763, -0.3793], [-1.0236, -0.8370, -1.0964], [1.9190, -1.8623, 0.0993], [0.2549, -2.4835, -0.1176], [1.3727, -2.1714, -1.5956], [0.7133, 0.0330, -1.7316], [1.5616, 0.5581, 0.6592], [0.3768, -0.5624, 1.4050], [-1.1805, 1.1389, 1.5980], [-0.0546, 2.1526, 1.6834], [-1.5727, 2.7995, -0.2185], [-1.0763, 1.4656, -1.0960], [-1.5978, -1.1784, -0.3453], [-1.1511, -1.3575, -1.9549], [1.4598, 2.6268, -0.8465], [2.4803, 3.6985, -1.0954], [2.2957, 2.7942, -1.2862], [-2.4405, -2.8248, 2.5839], [-1.0986, -2.9688, 1.7083], [-1.9162, -2.3950, 1.8386]], "lowdin_charge": [-0.09, -0.41, -0.14, -0.21, 0.01, 0.00, 0.06, 0.04, 0.11, 0.14, 0.09, 0.10, 0.05, 0.11, 0.01, 0.05, 0.05, 0.07, -0.01, 0.01, -0.06, 0.07, 0.06, -0.11]}

=====

Decreasing stability: w, x

=====

w:
{"formula": "C4H16N2O2", "method": "wB97M-V/def2-TZVPD", "homo_energy_ev": -8.44, "orbital_gap_ha": 0.1529, "symbols": ["C", "N", "C", "C", "N", "C", "H", "H", "H", "H", "H", "H", "H", "H", "H", "H", "H", "H", "H", "H", "O", "H", "H", "O"], "positions_angstrom": [[2.4113, 0.4062, 0.1573], [2.0628, 1.4642, -0.7561], [-1.7279, -1.9459, 0.1362], [-1.4240, -0.6120, -0.5416], [-1.7939, 0.5145, 0.2777], [-0.8749, 0.7342, 1.3697], [1.6620, -0.4125, 0.0200], [2.5445, 0.7921, 1.1685], [3.3020, -0.1111, -0.2221], [1.0617, 1.4209, -1.0077], [-0.9158, -1.9568, 0.8775], [-1.4999, -2.7990, -0.5093], [-0.3736, -0.6328, -0.8639], [-2.0735, -0.4957, -1.4134], [-1.7323, 1.3347, -0.3826], [-0.6120, -0.2073, 1.8562], [0.1109, 1.0792, 1.0204], [-1.3009, 1.4204, 2.1006], [2.3720, 2.4202, -0.6921], [-0.6927, 2.0263, -2.4110], [-0.5415, 1.7789, -1.4731], [-2.7676, -2.1175, 0.4079], [1.7388, -2.3871, 0.3653], [1.0645, -1.7140, 0.5154]], "lowdin_charge": [-0.13, 0.00, -0.09, -0.31, -0.03, -0.08, 0.03, 0.09, 0.11, 0.01, 0.04, 0.08, 0.10, 0.12, 0.08, 0.08, 0.08, 0.09, 0.08, 0.01, -0.25, 0.08, 0.01, -0.20]}

=====

x:
{"formula": "C4H16N2O2", "method": "wB97M-V/def2-TZVPD", "homo_energy_ev": -8.77, "orbital_gap_ha": 0.3448, "smiles": "CC(C)NCN.O.O", "symbols": ["C", "C", "C", "N", "C", "N", "H", "H", "H", "H", "H", "H", "H", "H", "H", "H", "H", "H", "H", "H", "O", "H", "H", "O"], "positions_angstrom": [[-1.2738, -0.1003, 0.3712], [-0.9589, 0.6108, -0.9446], [-2.1966, 1.3022, -1.5292], [0.0876, 1.6012, -0.6137], [1.4921, 1.2040, -0.6581], [1.8923, 0.4393, -1.8765], [-1.9866, -0.8343, 0.0147], [-1.7243, 0.5519, 1.1794], [-0.4011, -0.6578, 0.6917], [-0.6384, -0.0818, -1.7898], [-3.1100, 0.7228, -1.7453], [-2.0197, 1.7312, -2.4971], [-2.4961, 2.1329, -0.9223], [-0.1272, 2.5199, -1.0348], [1.4892, 0.4619, 0.3721], [2.0406, 2.1182, -0.4239], [1.7300, -0.5455, -1.6654], [1.5690, 0.8442, -2.7116], [0.9339, -2.5639, 1.9840], [0.1058, -2.6060, 0.6754], [0.5170, -3.2030, 1.3856], [0.0760, -0.2331, 2.6332], [-0.3174, -1.5330, 3.1809], [0.5630, -1.0984, 3.1212]], "lowdin_charge": [-0.09, -0.46, -0.08, -0.10, -0.28, 0.01, 0.08, 0.11, 0.01, 0.14, 0.09, 0.06, 0.07, 0.11, 0.16, 0.10, 0.06, 0.04, -0.01, 0.05, -0.10, 0.13, 0.05, -0.14]}

=====

y:
{"formula": "C4H16N2O2", "method": "wB97M-V/def2-TZVPD", "homo_energy_ev": -8.54, "orbital_gap_ha": 0.3431, "smiles": "CNCCCN.O.O", "symbols": ["C", "C", "C", "C", "N", "N", "H", "H", "H", "H", "H", "H", "H", "H", "H", "H", "H", "H", "H", "H", "O", "H", "H", "O"], "positions_angstrom": [[-1.4138, 0.1021, 1.1717], [-0.7386, -1.2519, 0.9866], [-0.2066, -1.5159, -0.4237], [-1.0378, -0.2108, -2.3301], [-1.2096, -1.3856, -1.4885], [-0.4396, 1.1646, 1.2869], [-2.1321, 0.2710, 0.3641], [-2.0084, 0.0779, 2.0980], [-1.5032, -2.0081, 1.1868], [0.0872, -1.3106, 1.6972], [0.5996, -0.8162, -0.6508], [0.2360, -2.5095, -0.5013], [-0.0617, -0.2320, -2.7964], [-1.0261, 0.7587, -1.7809], [-1.8632, -0.1784, -3.0513], [-2.1190, -1.3670, -1.0507], [0.1281, 1.2698, 0.4474], [-0.8073, 2.0340, 1.6442], [2.5873, -0.4666, 1.3691], [1.7560, 0.7412, 1.8043], [2.6308, 0.5025, 1.4532], [2.2739, 1.4671, -0.1295], [2.0893, 2.1995, -1.5255], [1.6304, 1.8144, -0.7687]], "lowdin_charge": [-0.30, -0.19, -0.25, -0.15, -0.13, 0.01, 0.09, 0.11, 0.11, 0.10, 0.09, 0.10, 0.07, 0.07, 0.08, 0.08, 0.02, 0.08, 0.06, 0.02, -0.07, 0.00, 0.05, -0.08]}

=====

z:
{"formula": "C4H16N2O2", "method": "wB97M-V/def2-TZVPD", "homo_energy_ev": -8.30, "orbital_gap_ha": 0.3233, "smiles": "CN(C)CCN.O.O", "symbols": ["N", "C", "C", "N", "C", "C", "H", "H", "H", "H", "H", "H", "H", "H", "H", "H", "H", "H", "H", "H", "O", "H", "H", "O"], "positions_angstrom": [[-0.3208, 0.7615, 1.5395], [0.4981, 0.2837, 0.4565], [0.2707, 0.9291, -0.9033], [-1.0603, 0.7604, -1.4401], [-1.4062, -0.6368, -1.6598], [-1.3628, 1.5317, -2.6385], [0.0838, 0.8786, 2.4669], [-0.7237, 1.6834, 1.3684], [0.3721, -0.8013, 0.4256], [1.5726, 0.3919, 0.6686], [1.1060, 0.5508, -1.5248], [0.3886, 2.0126, -0.7864], [-1.1932, -1.2714, -0.8057], [-2.4506, -0.7502, -1.9408], [-0.8343, -1.1478, -2.4608], [-0.5032, 2.1413, -2.9439], [-2.1729, 2.2275, -2.4256], [-1.6191, 0.9448, -3.5204], [3.3353, -0.2733, 2.8581], [3.9748, 0.0078, 1.5607], [3.2653, -0.5476, 1.9504], [-0.7514, -1.8822, 1.4981], [-0.2390, -2.6535, 2.8120], [-0.6019, -2.7493, 1.9225]], "lowdin_charge": [0.00, -0.31, -0.23, -0.26, -0.10, -0.10, 0.07, 0.07, 0.07, 0.09, 0.12, 0.12, 0.06, 0.08, 0.09, 0.08, 0.08, 0.08, 0.03, 0.06, -0.06, 0.00, 0.04, -0.07]}

=====

Decreasing stability: y, z, x, w